The following is a quantum chemistry calculation of C37H30N4O4Pd as an isolated structure at a distorted geometry, from the Open Molecules 2025 dataset.

Summary:
Max |F| in eV Å⁻¹: 2.570
2S+1: 1
LUMO level in eV: -0.9
E in eV: -56482.793
Charge: 0
Kohn-Sham gap in eV: 6.10

Each line ends with the Mulliken charge.
Geometry (Å):
Pd (0.48201, 1.16189, 0.22340)  -0.317
O (4.98361, 4.47049, 0.38960)  -0.471
C (5.54391, 3.24479, 0.25710)  0.905
C (6.89681, 3.12359, -0.04440)  -0.727
C (7.50371, 1.88489, -0.13670)  -0.513
C (6.75601, 0.73939, 0.08370)  -0.770
C (5.40961, 0.84109, 0.37700)  -0.542
C (4.77591, 2.08109, 0.44780)  0.224
C (3.31371, 2.12969, 0.63600)  0.453
O (2.65741, 1.16979, 1.12230)  -0.676
N (2.72761, 3.24159, 0.19800)  -0.722
N (1.42701, 3.19909, 0.18190)  0.381
C (0.71171, 4.26739, -0.05230)  -1.201
C (-0.69799, 4.14439, 0.01880)  1.184
C (-1.58239, 5.22069, -0.17920)  -0.904
C (-2.93619, 5.01809, -0.06140)  -0.357
C (-3.39379, 3.73729, 0.25240)  -1.283
C (-2.46519, 2.72449, 0.41870)  -0.053
N (-1.15979, 2.90159, 0.31720)  0.116
H (5.66521, 5.13989, 0.23930)  0.321
H (7.47521, 4.02329, -0.21830)  0.253
H (8.55571, 1.82429, -0.37820)  0.382
H (7.22781, -0.22801, 0.01160)  0.402
H (4.81261, -0.04491, 0.54090)  0.525
H (1.18681, 5.22559, -0.23220)  0.344
H (-1.17599, 6.18829, -0.42710)  0.412
H (-3.63049, 5.83339, -0.20880)  0.419
H (-4.44719, 3.53249, 0.35740)  0.368
H (-2.77509, 1.71309, 0.62700)  0.942
C (2.00071, -3.94091, 1.43300)  -0.618
C (1.38741, -2.84071, 2.05600)  -0.910
C (1.24571, -1.65831, 1.38340)  -0.578
C (1.73381, -1.51721, 0.06430)  1.756
C (1.56301, -0.31121, -0.65810)  0.028
C (2.07071, -0.18421, -1.92050)  -1.011
C (2.73281, -1.27241, -2.52880)  -0.792
C (2.87341, -2.46421, -1.87480)  -1.020
C (2.37871, -2.62311, -0.56130)  1.694
C (2.47721, -3.83671, 0.15460)  -0.952
H (2.08651, -4.87561, 1.97280)  0.415
H (1.02011, -2.94511, 3.06680)  0.439
H (0.75801, -0.79391, 1.84670)  0.480
H (1.98101, 0.75169, -2.46690)  0.501
H (3.12841, -1.15451, -3.52750)  0.411
H (3.36971, -3.29871, -2.35410)  0.414
H (2.93041, -4.69201, -0.32970)  0.435
C (-5.04449, -3.76331, -0.25040)  -1.045
O (-4.75549, -2.40821, -0.01280)  -0.301
C (-4.11559, -2.08261, 1.14540)  0.972
C (-3.74919, -2.98531, 2.13460)  -0.594
C (-3.13289, -2.54751, 3.29580)  -0.731
C (-2.86729, -1.20621, 3.48480)  -0.953
C (-3.24569, -0.29161, 2.51820)  0.058
C (-3.86869, -0.71321, 1.35580)  -0.300
N (-4.33939, 0.23329, 0.41900)  0.244
C (-4.15289, 0.13779, -0.91930)  -0.725
C (-3.09379, -0.49831, -1.54730)  1.193
C (-3.32629, -0.95631, -2.87630)  -1.127
C (-2.53259, -1.89831, -3.45420)  -0.800
C (-1.42699, -2.39861, -2.74240)  -0.497
C (-1.07459, -1.86051, -1.53740)  -0.204
C (-1.80319, -0.79841, -0.93510)  0.403
O (-1.35049, -0.13051, 0.05570)  -0.421
H (-5.52479, -3.79591, -1.22690)  0.260
H (-5.73019, -4.16041, 0.50650)  0.379
H (-4.13329, -4.36861, -0.27410)  0.399
H (-3.95689, -4.03721, 2.02730)  0.444
H (-2.87039, -3.26601, 4.05840)  0.422
H (-2.37809, -0.86851, 4.38410)  0.427
H (-3.05269, 0.76099, 2.65710)  0.436
H (-5.10689, 0.80259, 0.74550)  0.287
H (-4.95359, 0.53959, -1.53000)  0.368
H (-4.20469, -0.58851, -3.38780)  0.382
H (-2.75719, -2.28511, -4.43620)  0.408
H (-0.84259, -3.20831, -3.15530)  0.537
H (-0.19549, -2.20831, -1.01980)  0.293

Atomic forces in eV per Å
-1.5201 -1.5935 -1.3239
0.2993 0.3681 -0.0181
0.0906 -0.3166 0.0025
0.0907 0.0701 -0.0235
-0.1752 0.0857 0.0253
0.1745 -0.1658 -0.0198
-0.0782 0.2051 -0.0058
0.2859 0.1604 -0.0312
-1.4664 -1.1512 0.5678
1.4042 0.4318 0.3140
0.3480 1.8036 -0.6958
-0.2967 -0.0590 -0.5787
1.7067 -0.3645 0.3156
-1.1828 -0.7034 0.0876
0.4438 -0.2698 -0.0412
-0.1260 -0.3858 0.1181
0.0509 0.2517 -0.1394
-0.1800 -0.0302 -0.0118
0.3733 0.5558 0.3293
-0.0597 -0.1830 0.0551
0.0462 0.0669 0.0323
0.0426 -0.0357 -0.0103
0.0040 -0.1356 0.0216
-0.1119 -0.0174 -0.0010
0.0815 0.0464 0.0763
0.0393 0.1307 -0.0221
-0.0285 0.0392 0.0016
-0.1443 -0.0206 0.0323
0.1660 0.1344 0.0655
0.1008 -0.1721 -0.2115
-0.1445 0.2355 0.0051
-0.1117 0.1431 0.3145
0.1374 -0.1122 0.0267
-0.1480 1.1552 0.6013
-0.2008 0.3572 0.1433
-0.0097 -0.2344 0.0298
0.0391 0.0536 -0.2426
-0.2801 0.3882 0.2610
0.0091 -0.1600 0.1600
0.0262 -0.0247 -0.0304
-0.0410 0.0500 0.0810
0.2176 -0.3987 -0.1040
-0.0092 -0.0783 0.1013
0.0352 0.0032 -0.0888
0.0391 -0.0293 -0.0089
0.0842 -0.0357 -0.0191
-0.1096 -0.3814 -0.0484
0.2155 0.3790 0.3951
-0.1427 0.2381 -0.0831
-0.0613 -0.1602 -0.1514
0.0396 0.0887 -0.0294
-0.0113 0.0332 0.1548
-0.0516 -0.0828 -0.1892
0.3120 -0.3895 0.4561
-0.4224 -0.0485 -1.1796
0.3599 -0.1504 0.7938
-0.0090 0.3333 0.3059
-0.0262 -0.3628 -0.3266
-0.6225 0.3589 -0.3475
0.2471 0.1961 0.7849
0.3737 -0.5364 -0.3705
0.2074 0.6798 0.8259
-0.3470 -0.3104 -0.6926
0.0364 -0.0459 0.0675
0.0595 -0.0012 -0.0633
-0.0384 0.0363 -0.0021
-0.0311 -0.0974 -0.1247
0.0519 -0.0564 0.0120
0.0522 0.0543 0.0909
0.0412 0.1205 -0.0085
-0.0216 -0.0428 -0.1977
-0.0060 0.1406 0.0066
-0.1351 -0.0320 -0.0765
-0.0590 0.0441 -0.0982
0.1064 -0.0149 -0.0432
-0.0296 -0.0481 -0.0023